1.
The following is a DFT calculation (ωB97M-V/def2-TZVPD) of 2 unconnected molecules or ions with the total composition C16H21 at a distorted geometry.

Last column: natural (NBO) charge in e.
Geometry (Å):
C  0.753  1.402  1.885  -0.723
C  1.108  0.195  1.089  0.474
C  2.437  -0.400  1.410  -0.710
C  0.169  -0.460  0.277  -0.244
C  0.541  -1.477  -0.657  -0.054
C  -0.401  -2.148  -1.393  -0.234
C  -1.748  -1.864  -1.243  -0.047
C  -2.150  -0.874  -0.362  -0.251
C  -1.227  -0.171  0.368  -0.002
H  -0.029  1.998  1.413  0.249
H  0.425  1.121  2.886  0.293
H  1.625  2.050  2.002  0.264
H  2.784  -1.111  0.661  0.245
H  3.198  0.375  1.521  0.261
H  2.379  -0.923  2.366  0.293
H  1.581  -1.687  -0.832  0.227
H  -0.102  -2.903  -2.100  0.246
H  -2.482  -2.411  -1.812  0.243
H  -3.201  -0.670  -0.248  0.245
H  -1.570  0.562  1.076  0.221
C  -0.778  -3.294  3.760  -0.402
C  -2.273  -2.938  4.059  -0.403
C  -2.177  -2.200  5.445  -0.262
C  -1.054  -3.027  6.174  -0.376
C  -0.032  -2.714  5.018  -0.264
C  -0.158  -1.195  4.946  -0.224
C  -1.432  -0.889  5.198  -0.187
H  -0.618  -4.373  3.663  0.220
H  -0.414  -2.833  2.836  0.186
H  -2.710  -2.290  3.292  0.200
H  -2.908  -3.828  4.125  0.221
H  -3.123  -2.102  6.002  0.230
H  -0.762  -2.612  7.143  0.224
H  -1.291  -4.091  6.268  0.210
H  0.991  -3.091  5.184  0.222
H  0.632  -0.494  4.737  0.195
H  -1.852  0.102  5.222  0.216

Values from the calculation:
Energy: -16924.4357 eV
LUMO energy: -5.96 eV
Molecular weight: 213.3 g mol⁻¹
Charge: +1
ΔE to the lowest compared entry with this formula, charge and spin: 0.0 kJ/mol

2.
The following is a DFT calculation (ωB97M-V/def2-TZVPD) of C20H19N3O in the gas phase at a distorted geometry.

Last column: natural (NBO) charge in e.
Geometry (Å):
C  -0.020  -0.880  -2.971  -0.677
C  0.594  -0.101  -1.869  0.301
C  1.697  -0.425  -1.107  -0.287
C  2.473  -1.581  -1.220  0.309
N  3.117  -2.528  -1.305  -0.342
C  1.887  0.631  -0.158  -0.055
C  2.803  0.848  0.866  -0.176
C  2.678  1.994  1.621  -0.230
C  1.673  2.926  1.361  -0.212
C  0.757  2.733  0.346  -0.282
C  0.863  1.572  -0.410  0.198
N  0.106  1.113  -1.465  -0.364
C  -1.175  1.643  -1.861  -0.305
H  -1.333  1.491  -2.930  0.238
H  -1.220  2.710  -1.636  0.224
C  -2.237  0.846  -1.072  0.679
O  -2.949  0.033  -1.617  -0.617
N  -2.204  1.127  0.247  -0.615
H  -1.487  1.779  0.536  0.401
C  -2.564  0.192  1.324  -0.057
C  -1.425  -0.804  1.424  -0.052
C  -0.396  -0.573  2.329  -0.213
C  0.710  -1.403  2.367  -0.202
C  0.807  -2.469  1.490  -0.213
C  -0.211  -2.702  0.581  -0.216
C  -1.319  -1.875  0.545  -0.182
H  -2.098  -2.058  -0.178  0.218
H  -0.134  -3.527  -0.111  0.219
H  1.675  -3.110  1.505  0.225
H  1.501  -1.208  3.077  0.216
H  -0.460  0.265  3.010  0.209
C  -3.940  -0.429  1.125  -0.619
H  -4.007  -0.939  0.171  0.241
H  -4.131  -1.137  1.927  0.216
H  -4.699  0.349  1.150  0.216
H  -2.583  0.795  2.240  0.205
H  -0.001  3.479  0.147  0.212
H  1.610  3.818  1.965  0.216
H  3.372  2.184  2.426  0.216
H  3.585  0.129  1.056  0.225
H  0.045  -0.335  -3.913  0.230
H  -1.073  -1.076  -2.766  0.256
H  0.503  -1.827  -3.080  0.247

Values from the calculation:
Energy: -27567.2920 eV
LUMO energy: 0.58 eV
Molecular weight: 317.4 g mol⁻¹
SMILES string: Cc1c(C#N)c2ccccc2n1CC(=O)N[C@@H](C)c1ccccc1
ΔE to the lowest compared entry with this formula, charge and spin: 20.9 kJ/mol

3.
The following is a DFT calculation (ωB97M-V/def2-TZVPD) of C4H5NO2 in the gas phase.

Last column: natural (NBO) charge in e.
Geometry (Å):
O  1.625  -1.594  -0.848  -0.651
C  1.492  -0.412  -0.281  0.266
C  0.111  0.074  -0.622  -0.113
C  -0.882  -0.460  0.459  -0.266
N  -1.270  0.726  1.220  -0.467
C  -0.699  1.704  0.656  0.388
O  0.067  1.499  -0.438  -0.480
H  2.493  -1.934  -0.584  0.504
H  -0.205  -0.152  -1.647  0.208
H  -1.762  -0.933  0.013  0.212
H  -0.410  -1.192  1.124  0.208
H  -0.769  2.741  0.969  0.191

Values from the calculation:
Energy: -9811.0086 eV
LUMO energy: 0.58 eV
Molecular weight: 99.1 g mol⁻¹
ΔE to the lowest compared entry with this formula, charge and spin: 319.0 kJ/mol

4.
The following is a DFT calculation (ωB97M-V/def2-TZVPD) of a molecular structure, C20H45As3N4OPd at a distorted geometry.

Last column: Löwdin spin population.
Geometry (Å):
Pd  -0.758  -0.452  -1.251  1.322
C  2.556  -0.063  -2.728  0.027
As  1.698  -1.153  -1.348  0.111
C  2.640  -2.863  -1.562  0.037
C  2.551  -0.330  0.273  -0.001
C  2.357  -0.775  1.743  0.005
C  3.285  0.147  2.558  0.035
C  0.929  -0.539  2.260  0.032
As  -0.692  -1.061  1.210  0.201
C  -0.774  -3.016  1.389  0.034
C  -2.084  -0.486  2.473  0.051
C  2.794  -2.228  1.988  0.094
As  3.466  -2.641  3.889  0.592
C  2.006  -3.216  5.063  0.094
C  4.647  -4.181  3.807  0.098
H  3.635  -0.236  -2.749  0.004
H  2.361  0.996  -2.549  0.000
H  2.154  -0.335  -3.708  0.000
H  3.695  -2.706  -1.320  0.005
H  2.572  -3.179  -2.605  0.000
H  2.235  -3.658  -0.938  0.000
H  2.225  0.717  0.214  0.000
H  3.627  -0.344  0.055  0.001
H  3.137  1.196  2.315  0.001
H  4.331  -0.095  2.367  0.003
H  3.082  0.023  3.626  0.019
H  0.798  0.532  2.443  0.000
H  0.822  -1.047  3.228  0.006
H  -0.534  -3.313  2.415  0.007
H  -0.096  -3.511  0.690  0.001
H  -1.789  -3.351  1.166  0.000
H  -1.873  -0.889  3.470  0.009
H  -3.053  -0.870  2.144  0.000
H  -2.138  0.604  2.533  0.000
H  3.653  -2.467  1.357  0.000
H  1.984  -2.934  1.783  0.013
H  1.248  -2.453  5.223  0.000
H  2.441  -3.467  6.032  0.000
H  1.557  -4.121  4.648  0.021
H  5.596  -3.956  3.323  0.001
H  4.140  -4.979  3.259  0.022
H  4.852  -4.520  4.824  -0.001
C  -6.415  0.266  -2.079  0.001
N  -5.123  -0.346  -1.920  0.005
C  -4.883  -1.671  -1.790  0.004
C  -3.521  -1.820  -1.670  0.015
N  -2.942  -0.584  -1.728  0.064
C  -3.937  0.286  -1.879  0.008
H  -7.192  -0.493  -2.015  0.000
H  -6.495  0.757  -3.050  0.000
H  -6.593  1.008  -1.299  0.000
H  -5.655  -2.415  -1.796  0.000
H  -2.954  -2.733  -1.586  0.004
H  -3.817  1.354  -1.956  0.000
C  -0.368  2.439  -4.120  0.036
N  -0.701  3.418  -3.113  0.251
C  -1.089  4.700  -3.645  0.029
C  -0.714  3.057  -1.809  0.010
O  -0.565  1.863  -1.460  0.001
N  -0.904  4.012  -0.835  0.458
C  -1.451  3.594  0.430  0.054
C  -0.310  5.321  -0.855  0.060
H  0.466  2.805  -4.730  0.017
H  -1.215  2.284  -4.793  0.012
H  -0.092  1.485  -3.662  0.003
H  -1.570  4.550  -4.615  0.008
H  -0.216  5.337  -3.832  0.015
H  -1.779  5.226  -2.990  0.002
H  -1.754  2.546  0.378  0.000
H  -2.323  4.210  0.674  0.025
H  -0.730  3.729  1.240  0.022
H  0.377  5.439  -1.686  0.003
H  0.237  5.479  0.080  0.020
H  -1.056  6.122  -0.904  0.030

Values from the calculation:
Energy: -215431.6258 eV
LUMO energy (alpha / beta): -9.47 / -14.78 eV
Molecular weight: 688.8 g mol⁻¹
Multiplicity: 5
Charge: +4
ΔE to the lowest compared entry with this formula, charge and spin: 153.6 kJ/mol